Entry from the Open Molecules 2025 dataset: 11 unconnected molecules or ions with the total composition C31H26Cl18F40O5 at a distorted geometry (ωB97M-V/def2-TZVPD).

The geometry in XYZ format:
```
120
Properties=species:S:1:pos:R:3:lowdin_charge:R:1
C -0.35812 2.69109 -4.66191 -0.06
C 1.08332 2.98841 -4.95888 -0.44
C 1.58601 2.30073 -6.23983 -0.29
F 1.95666 1.03858 -5.94939 0.06
F 0.59607 2.25907 -7.17347 0.08
F 1.32032 4.31586 -5.09520 0.09
F 1.84916 2.52876 -3.92924 0.08
O -0.72603 3.40965 -3.49171 0.05
C -1.85973 2.99050 -2.86130 -0.55
C -1.62113 1.79801 -1.92599 -0.28
F -2.79088 1.42144 -1.35276 0.09
F -1.13801 0.74750 -2.61569 0.11
F -2.28189 4.01783 -2.10773 0.15
F -2.83889 2.70244 -3.75803 0.15
H -0.50579 1.61355 -4.62029 0.15
H -0.95339 3.04341 -5.50845 0.15
H 2.42642 2.83718 -6.68351 0.17
H -0.92911 2.11271 -1.14132 0.15
C -6.53476 -1.80719 0.46109 -0.06
C -5.78908 -0.55062 0.08290 -0.43
C -6.46518 0.23667 -1.04544 -0.29
F -5.59213 0.79214 -1.90284 0.10
F -7.34527 -0.50458 -1.77235 0.09
F -5.65031 0.25601 1.16079 0.12
F -4.54197 -0.93562 -0.29934 0.11
O -7.84600 -1.49942 0.89362 0.06
C -8.45267 -2.47353 1.60302 -0.56
C -9.87491 -2.00367 1.91435 -0.29
F -10.51664 -2.99177 2.58663 0.10
F -9.84418 -0.90098 2.67808 0.12
F -8.50620 -3.63563 0.91177 0.15
F -7.77526 -2.73283 2.74986 0.15
H -5.95797 -2.28136 1.26114 0.13
H -6.48584 -2.53071 -0.35612 0.16
H -7.07581 1.02835 -0.59775 0.17
H -10.40850 -1.80508 0.98172 0.18
C 1.20483 0.36754 0.92552 -0.03
C 1.85646 1.17001 -0.18638 -0.45
C 3.37720 1.01302 -0.14623 -0.32
F 3.71966 -0.29242 -0.07523 0.07
F 3.93918 1.57345 -1.23653 0.09
F 1.35126 0.77380 -1.37852 0.09
F 1.54871 2.48192 -0.03234 0.06
O -0.19979 0.61802 0.83519 0.03
C -0.87986 0.51604 2.01170 -0.55
C -2.33737 0.87813 1.74904 -0.29
F -3.01917 0.75967 2.91444 0.09
F -2.45275 2.14587 1.31806 0.07
F -0.81652 -0.75798 2.46091 0.10
F -0.29906 1.30718 2.94134 0.09
H 1.59607 0.66667 1.89717 0.15
H 1.37922 -0.69418 0.74741 0.14
H 3.77414 1.52521 0.73686 0.15
H -2.75351 0.19250 1.00886 0.16
C -3.61299 -6.54760 2.15328 -0.04
C -2.56163 -7.60806 2.41202 -0.45
C -2.87464 -8.92389 1.69904 -0.30
F -4.16243 -9.28086 1.91671 0.09
F -2.67618 -8.78958 0.36806 0.10
F -1.35247 -7.18151 1.98047 0.13
F -2.46366 -7.87187 3.73839 0.13
O -3.36341 -5.48737 3.06263 0.06
C -4.20024 -4.44236 3.00747 -0.56
C -3.65859 -3.33146 3.89373 -0.28
F -2.45404 -2.90745 3.47615 0.11
F -4.52457 -2.28841 3.84300 0.09
F -4.34540 -4.00617 1.72016 0.13
F -5.43503 -4.79691 3.43161 0.15
H -4.60803 -6.95600 2.33058 0.15
H -3.50290 -6.21845 1.11907 0.16
H -2.24820 -9.73438 2.08204 0.17
H -3.59265 -3.65362 4.93527 0.18
C 9.01018 -0.55186 -0.32864 -0.03
C 9.80089 0.38149 -1.22778 -0.45
C 10.76801 -0.38388 -2.14185 -0.31
F 11.63058 -1.13967 -1.42663 0.10
F 10.08351 -1.16960 -2.99723 0.09
F 9.05858 1.15812 -2.05141 0.09
F 10.57368 1.21901 -0.48080 0.12
O 8.29039 0.02035 0.75786 0.06
C 7.41620 1.01664 0.52843 -0.55
C 6.56622 1.17970 1.79037 -0.27
F 5.57708 2.06611 1.55849 0.09
F 6.03594 -0.00606 2.15672 0.11
F 8.03817 2.17494 0.25315 0.17
F 6.61174 0.71237 -0.52913 0.11
H 9.77719 -1.15018 0.16096 0.15
H 8.38154 -1.18926 -0.95049 0.12
H 11.34868 0.36783 -2.68733 0.18
H 7.19703 1.52018 2.61735 0.18
C 3.28071 -3.04534 -2.77102 -1.58
Cl 2.04263 -2.04933 -2.02567 0.59
Cl 3.34187 -2.79743 -4.50617 0.53
Cl 3.11496 -4.75343 -2.36456 0.54
H 4.22856 -2.73616 -2.35163 -0.04
C 0.59177 4.83243 2.34733 -1.54
Cl -0.60912 4.66879 1.06230 0.56
Cl -0.18115 4.84324 3.92733 0.54
Cl 1.56776 6.28012 2.12662 0.54
H 1.23533 3.96788 2.26603 0.00
C 6.09736 0.50862 -3.66509 -1.52
Cl 6.46716 -1.16726 -3.16123 0.56
Cl 4.50126 0.58571 -4.37000 0.60
Cl 7.35789 1.08487 -4.74085 0.57
H 6.12037 1.09658 -2.75884 -0.01
C -4.46961 4.98545 1.29113 -1.57
Cl -4.60685 6.59193 0.58393 0.53
Cl -6.01764 4.13142 1.21028 0.52
Cl -3.93906 5.08729 2.96372 0.53
H -3.75270 4.40095 0.73124 -0.02
C 1.53228 6.38665 -2.51349 -1.55
Cl 1.32931 7.75637 -1.42651 0.53
Cl 1.95541 4.91104 -1.64637 0.57
Cl 2.74800 6.75095 -3.73011 0.55
H 0.57353 6.18880 -2.97340 0.01
C 0.00077 0.08003 6.22633 -1.53
Cl -1.76801 0.03063 6.08974 0.54
Cl 0.63281 1.71089 6.12275 0.54
Cl 0.71375 -0.92511 4.95969 0.56
H 0.24103 -0.32828 7.19712 0.01
```

Values from the calculation:
E (Eh): -13851.22732
SMILES: FC(F)C(F)(F)COC(F)(F)C(F)F.FC(F)C(F)(F)COC(F)(F)C(F)F.FC(F)C(F)(F)COC(F)(F)C(F)F.FC(F)C(F)(F)COC(F)(F)C(F)F.FC(F)C(F)(F)COC(F)(F)C(F)F.ClC(Cl)Cl.ClC(Cl)Cl.ClC(Cl)Cl.ClC(Cl)Cl.ClC(Cl)Cl.ClC(Cl)Cl
LUMO (eV): 0.175
Kohn-Sham gap (eV): 10.92
Energy above the lowest of the compared OMol25 structures with the same formula, charge and spin (eV): 0.000
Molar mass (g mol⁻¹): 1876.6